{"formula": "C44H49BrN7O3Ru", "method": "the ωB97M-V functional and the def2-TZVPD basis", "species": ["Ru", "C", "O", "C", "C", "C", "C", "C", "C", "N", "N", "C", "O", "C", "C", "C", "C", "C", "C", "C", "O", "H", "H", "H", "H", "H", "H", "H", "H", "H", "H", "H", "H", "C", "C", "C", "C", "C", "C", "C", "C", "C", "C", "C", "C", "N", "C", "C", "C", "C", "C", "N", "C", "C", "C", "C", "H", "H", "H", "H", "H", "H", "H", "H", "H", "H", "H", "H", "H", "H", "H", "H", "H", "H", "H", "H", "H", "H", "H", "H", "H", "H", "H", "H", "H", "Br", "C", "C", "C", "C", "C", "N", "H", "H", "H", "H", "N", "C", "C", "N", "C", "H", "H", "H", "H"], "positions_angstrom": [[0.516, -0.196, -0.255], [-2.133, -3.703, -1.148], [-1.641, -4.595, -0.130], [-0.907, -4.206, 0.915], [-0.672, -5.135, 1.888], [0.133, -4.848, 3.017], [0.711, -3.623, 3.183], [0.519, -2.616, 2.212], [1.043, -1.348, 2.488], [0.989, -0.267, 1.724], [1.371, 0.843, 2.373], [0.983, 1.959, 1.711], [0.347, 1.951, 0.632], [1.364, 3.248, 2.347], [2.125, 3.288, 3.513], [2.486, 4.511, 4.059], [2.088, 5.693, 3.448], [1.329, 5.655, 2.283], [0.973, 4.433, 1.733], [-0.316, -2.883, 1.046], [-0.563, -2.010, 0.171], [-2.735, -4.340, -1.788], [-1.328, -3.248, -1.717], [-2.752, -2.921, -0.710], [-1.121, -6.113, 1.764], [0.285, -5.619, 3.763], [1.322, -3.409, 4.051], [1.486, -1.183, 3.464], [2.429, 2.362, 3.980], [3.079, 4.542, 4.965], [2.371, 6.646, 3.878], [1.017, 6.576, 1.807], [0.391, 4.382, 0.826], [-4.014, 3.009, -1.780], [-2.797, 3.030, -0.854], [-2.287, 4.463, -0.689], [-3.102, 2.399, 0.501], [-3.973, 3.067, 1.358], [-4.261, 2.576, 2.619], [-3.658, 1.403, 3.045], [-2.783, 0.703, 2.222], [-2.176, -0.602, 2.691], [-3.211, -1.729, 2.704], [-1.495, -0.465, 4.052], [-2.534, 1.191, 0.938], [-1.717, 0.449, 0.016], [-2.295, 0.044, -1.057], [-1.555, -0.419, -2.170], [-2.034, -0.924, -3.345], [-0.915, -1.112, -4.174], [0.217, -0.690, -3.495], [-0.155, -0.279, -2.216], [1.552, -0.561, -4.240], [2.036, -1.934, -4.731], [2.682, 0.085, -3.462], [1.275, 0.325, -5.471], [-3.760, 3.423, -2.759], [-4.829, 3.607, -1.364], [-4.392, 1.995, -1.930], [-2.001, 2.465, -1.333], [-3.060, 5.121, -0.284], [-1.977, 4.870, -1.655], [-1.434, 4.492, -0.013], [-4.428, 3.995, 1.030], [-4.947, 3.105, 3.268], [-3.881, 1.015, 4.032], [-1.429, -0.869, 1.952], [-4.000, -1.529, 3.434], [-2.741, -2.682, 2.967], [-3.685, -1.842, 1.724], [-2.209, -0.164, 4.823], [-0.696, 0.281, 4.031], [-1.069, -1.423, 4.364], [-3.381, 0.096, -1.164], [-3.075, -1.110, -3.575], [-0.924, -1.460, -5.196], [2.519, -2.494, -3.930], [2.792, -1.789, -5.506], [1.219, -2.527, -5.153], [2.937, -0.454, -2.556], [2.439, 1.123, -3.222], [3.589, 0.070, -4.068], [0.596, -0.154, -6.179], [2.218, 0.522, -5.986], [0.836, 1.282, -5.176], [5.239, -2.290, -1.904], [1.728, -2.544, -1.298], [1.544, -3.840, -1.759], [2.135, -4.817, -0.986], [2.878, -4.463, 0.144], [2.988, -3.137, 0.480], [2.366, -2.188, -0.258], [0.987, -4.065, -2.658], [2.042, -5.858, -1.273], [3.392, -5.210, 0.733], [3.583, -2.802, 1.320], [3.700, 2.487, -1.109], [4.522, 1.476, -0.647], [3.703, 0.454, -0.312], [2.390, 0.838, -0.563], [2.432, 2.069, -1.042], [3.995, 3.386, -1.446], [5.594, 1.557, -0.627], [3.979, -0.533, 0.013], [1.586, 2.663, -1.335]], "forces_ev_per_a": [[-0.3, 0.8, -0.3], [0.0, -0.1, 0.2], [-0.2, 0.0, -0.4], [0.2, 0.3, 0.3], [0.1, 0.0, 0.2], [0.0, 0.0, 0.0], [-0.1, -0.2, 0.0], [-0.2, -0.1, -0.2], [0.1, 0.1, -0.2], [0.3, 0.1, 0.7], [-0.3, 0.0, -0.4], [0.1, 0.0, 0.1], [0.1, 0.2, 0.4], [0.0, -0.1, 0.0], [0.0, 0.0, 0.1], [0.0, 0.0, 0.0], [0.0, 0.0, 0.0], [0.0, 0.0, 0.0], [0.1, 0.1, 0.1], [0.1, -0.2, 0.2], [0.2, 0.1, 0.0], [0.0, 0.0, 0.0], [0.0, 0.0, 0.0], [0.0, 0.0, 0.0], [0.0, 0.0, 0.0], [0.0, 0.0, 0.0], [0.0, 0.0, 0.0], [0.0, 0.0, 0.0], [0.0, 0.0, 0.0], [0.0, 0.0, 0.0], [0.0, 0.0, 0.0], [0.0, 0.0, 0.0], [0.0, 0.0, 0.0], [-0.1, 0.0, 0.0], [0.0, 0.0, 0.1], [0.0, 0.1, 0.0], [0.0, 0.1, -0.1], [0.1, 0.0, 0.0], [0.0, -0.1, 0.0], [0.0, 0.0, 0.0], [-0.1, -0.1, 0.1], [0.0, 0.1, 0.0], [0.0, 0.0, 0.0], [0.0, 0.0, 0.1], [0.2, -0.1, -0.3], [-0.2, -0.1, 0.1], [-0.1, -0.1, -0.1], [0.5, 0.2, 0.2], [0.0, -0.2, -0.5], [-0.3, -0.1, -0.1], [0.1, 0.1, 0.3], [0.0, -0.1, 0.0], [-0.1, -0.1, 0.1], [0.0, -0.1, 0.0], [0.0, 0.1, 0.1], [0.0, 0.0, -0.1], [0.0, 0.0, 0.0], [0.0, 0.0, 0.0], [0.0, 0.0, 0.0], [0.1, -0.1, 0.0], [0.0, 0.0, 0.0], [0.0, 0.0, 0.0], [0.0, 0.0, 0.0], [0.0, 0.0, 0.0], [0.0, 0.0, 0.0], [0.0, 0.0, 0.0], [0.0, 0.0, 0.0], [0.0, 0.0, 0.0], [0.0, 0.0, 0.0], [0.0, 0.0, 0.0], [0.0, 0.0, 0.0], [-0.1, 0.0, 0.0], [0.0, 0.0, 0.0], [0.0, 0.0, 0.0], [0.1, 0.0, 0.0], [0.0, 0.0, 0.1], [0.0, 0.0, 0.1], [0.0, 0.0, 0.0], [0.1, 0.0, 0.0], [0.0, -0.1, 0.0], [0.0, -0.1, -0.1], [0.0, 0.0, -0.1], [0.0, 0.0, 0.0], [0.0, 0.0, 0.0], [0.0, 0.0, 0.0], [0.1, 0.0, 0.0], [0.0, -0.4, -0.5], [0.0, 0.1, -0.1], [0.1, -0.1, 0.1], [0.0, 0.0, -0.1], [0.1, 0.2, -0.1], [-0.2, -0.1, 0.3], [0.0, 0.0, 0.0], [0.0, 0.0, 0.0], [0.0, 0.0, 0.0], [0.0, 0.0, 0.0], [0.2, 0.0, 0.1], [0.0, 0.2, -0.1], [-0.4, 0.0, 0.0], [0.2, -0.1, 0.1], [0.1, -0.2, 0.1], [0.0, 0.0, 0.0], [-0.1, 0.0, 0.0], [0.0, 0.0, -0.1], [0.0, 0.0, 0.0]], "de_lowest_ev": 3.2316, "homo_ev": [-6.455, -6.448], "lumo_ev": [-0.842, -2.985], "multiplicity": 6, "s_squared": 8.856, "largest_force_ev_per_a": 0.9}